# 1
11
Properties=species:S:1:pos:R:3:forces:R:3:nbo_charge:R:1 method="wB97M-V/def2-TZVPD" e_above_lowest_kcal_mol=55.9 spin_multiplicity=1 lumo_ev=0.85 homo_energy_ev=-9.92 homo_lumo_gap_ev=10.8 total_charge=0
O -1.5060 0.0562 -0.0227 0.019 -0.022 0.100 -0.50
H 2.6247 -0.7923 -0.4386 0.035 0.440 -0.891 0.36
C 0.7059 -0.4506 -0.4726 0.225 -0.271 0.216 0.54
O 0.5519 0.9208 -0.5063 0.213 -0.091 -0.406 -0.51
N 1.7093 -1.2081 -0.5607 -0.084 0.350 0.251 -0.71
C -0.5040 -0.8793 0.2742 0.151 -0.179 0.362 -0.16
H -0.7417 1.6482 0.9846 0.403 -0.010 -0.217 0.15
H 0.1122 -0.6187 1.1773 -1.682 -0.474 0.909 0.19
C -0.7859 1.2448 -0.0412 0.052 0.293 0.013 0.22
H -1.2605 1.9690 -0.7097 0.238 -0.197 -0.001 0.18
H -0.9060 -1.8899 0.3157 0.431 0.161 -0.335 0.24

---

# 2
64
Properties=species:S:1:pos:R:3:forces:R:3:nbo_charge:R:1 method="wB97M-V/def2-TZVPD" e_above_lowest_kcal_mol=4.9 spin_multiplicity=1 lumo_ev=0.65 homo_energy_ev=-8.29 homo_lumo_gap_ev=8.9 total_charge=0
H 2.4365 2.7679 -3.6993 -0.062 0.074 0.051 0.20
H 0.7430 2.4802 3.0517 0.040 -0.022 -0.010 0.23
H 2.6721 0.3098 -3.9769 0.069 -0.079 -0.027 0.20
C -2.3415 1.2790 2.9378 -0.238 0.047 -0.125 -0.22
C 1.5880 0.6649 -2.1552 0.440 0.513 -0.179 -0.24
C -2.9497 -1.3483 -3.4541 0.046 0.038 0.032 -0.41
H -1.1578 -3.6167 -3.5078 -0.096 -0.082 -0.122 0.26
C 0.0213 0.4926 2.6479 0.196 0.106 -0.291 -0.13
C -2.6537 -1.5652 -1.9753 -0.116 0.007 -0.143 -0.61
N 1.0758 -2.7405 -1.1367 0.695 -0.081 0.984 -0.29
N 1.2233 -0.7104 -1.9430 -0.386 -0.771 0.119 -0.36
H -1.8640 -0.8973 -1.6371 0.061 0.012 0.079 0.20
C 1.6195 -1.5681 -0.9553 0.043 0.049 -0.160 0.30
C -0.3139 -0.7748 3.4351 -0.061 0.055 0.084 -0.41
S -0.3022 -0.8245 -4.1731 -0.120 0.173 -0.506 0.22
O 1.5179 1.2956 0.9573 0.084 0.342 -0.164 -0.66
C -1.2436 0.9772 1.9206 -0.084 0.087 0.045 -0.39
C 0.4871 1.5850 3.6207 -0.047 0.090 0.005 -0.40
C -0.9392 0.6213 5.4200 -0.001 0.014 -0.047 -0.41
H 1.1188 -1.7069 1.7722 -0.059 0.109 0.060 0.41
H -3.8520 -1.9042 -3.7237 -0.052 0.017 -0.057 0.20
H -3.4615 0.2163 4.4481 -0.063 -0.025 0.026 0.21
C -0.6158 1.8885 4.6307 0.086 0.140 0.191 -0.21
H 3.0380 -0.3066 0.0305 0.038 -0.156 0.060 0.24
H -2.5203 -3.8118 -4.6334 -0.135 -0.062 -0.061 0.21
H -0.2708 2.6699 5.3167 -0.008 -0.046 -0.049 0.21
C -1.4130 -0.4646 4.4562 -0.083 -0.251 0.151 -0.20
H -3.2371 1.6217 2.4075 0.060 -0.022 0.024 0.21
H -0.8869 -3.5237 -5.2455 0.054 -0.064 -0.039 0.22
H -1.7189 0.8278 6.1564 -0.019 -0.012 0.070 0.21
C 4.5198 2.3618 -4.0418 -0.195 0.105 0.123 -0.60
C -1.8659 2.3697 3.8960 0.029 -0.040 -0.016 -0.40
C 2.4438 -1.2000 0.2303 -0.075 0.117 -0.015 -0.27
H 1.3885 1.2485 4.1396 0.075 0.004 0.017 0.21
C 0.4213 -1.4850 -2.7358 0.043 0.051 0.064 0.17
C -2.6679 0.0119 3.7262 0.034 0.023 -0.011 -0.40
C -1.5871 -3.2830 -4.4486 -0.063 -0.044 -0.016 -0.65
N 1.5765 -0.9114 1.3595 0.174 -0.296 0.096 -0.60
C 2.8532 0.7787 -3.0064 -0.252 0.304 0.121 -0.40
H 0.5735 -1.1424 3.9572 0.051 -0.065 -0.016 0.21
C -1.8508 -1.7894 -4.4214 0.120 0.179 0.218 -0.28
H 0.7544 1.1517 -2.6703 0.046 -0.013 0.144 0.22
H -1.6402 3.2811 3.3384 -0.019 0.078 -0.008 0.21
H -2.1370 -1.4535 -5.4250 0.096 0.007 0.087 0.22
H -0.0518 0.2809 5.9588 0.029 -0.010 0.068 0.20
H 3.6687 0.2380 -2.5190 0.018 -0.071 -0.014 0.20
H 1.7283 1.1426 -1.1810 -0.091 -0.069 -0.157 0.26
H 3.0938 -2.0367 0.4921 -0.032 0.119 -0.085 0.23
C 3.2528 2.2373 -3.2052 0.144 -0.274 -0.092 -0.39
H 4.7870 3.4070 -4.1760 0.104 0.074 -0.065 0.21
N 0.3364 -2.6978 -2.2529 -0.352 0.021 -0.714 -0.33
H -1.5824 0.2067 1.2216 -0.005 -0.028 -0.068 0.21
C 1.1006 0.3338 1.5790 -0.160 -0.237 0.413 0.71
H 5.3507 1.8550 -3.5558 0.119 -0.046 0.012 0.20
H -1.0032 1.8729 1.3446 0.029 -0.017 -0.037 0.23
H -1.6425 -1.3772 5.0184 0.029 0.061 -0.053 0.21
H -3.0247 -0.7678 3.0489 -0.054 -0.041 -0.016 0.20
H -3.1533 -0.2871 -3.6216 -0.067 -0.053 -0.052 0.21
H -2.3452 -2.5886 -1.7813 0.041 -0.066 0.103 0.22
H -0.6796 -1.5592 2.7656 0.035 -0.068 -0.045 0.20
H 4.3736 1.9156 -5.0230 0.041 -0.040 -0.122 0.20
H 3.4099 2.7020 -2.2296 -0.071 0.068 0.031 0.20
H -3.5455 -1.3521 -1.3894 -0.063 0.015 0.080 0.21
H -2.6545 2.6020 4.6153 -0.041 0.050 0.024 0.21

---

# 3
18
Properties=species:S:1:pos:R:3:forces:R:3:nbo_charge:R:1 method="wB97M-V/def2-TZVPD" e_above_lowest_kcal_mol=19.3 spin_multiplicity=1 lumo_ev=0.45 homo_energy_ev=-9.63 homo_lumo_gap_ev=10.1 total_charge=0
O 1.8381 -1.6364 0.0491 -1.911 0.043 -0.224 -0.68
H -2.8456 0.1403 -1.3765 0.493 -1.555 0.952 0.40
H -3.0179 -1.5239 -0.8038 -0.628 -0.862 -0.064 0.41
N -2.5360 -0.6672 -0.7860 0.431 2.428 -0.875 -0.80
N -1.1756 -1.4775 0.9156 -0.653 1.060 -1.731 -0.74
C -0.9100 0.8424 0.1858 0.899 2.112 -1.314 -0.30
H 2.2667 1.6065 -0.0470 -0.661 -0.756 -0.619 0.23
C -1.5150 -0.5145 0.0974 -0.127 -1.826 1.481 0.41
H 0.8553 -1.4784 0.1005 0.956 -0.481 0.057 0.49
H -0.9080 1.3852 -0.8204 -0.204 -0.851 0.784 0.18
H -0.4509 -1.1036 1.5092 0.323 0.063 0.407 0.35
N 0.4646 0.8462 0.6925 -0.363 0.588 1.631 -0.65
C 2.4735 -0.4801 -0.1761 -0.168 -1.595 1.437 0.76
C 1.5718 0.7389 -0.2324 0.564 1.732 -1.183 -0.34
H -1.5758 1.4847 0.7922 0.451 -0.397 0.094 0.23
H 0.6339 1.6060 1.3893 -0.360 -1.208 -1.047 0.39
H 1.1634 0.7696 -1.2865 0.566 0.220 0.808 0.21
O 3.6675 -0.5383 -0.2030 0.394 1.285 -0.593 -0.56

---

# 4
18
Properties=species:S:1:pos:R:3:forces:R:3:nbo_charge:R:1 method="wB97M-V/def2-TZVPD" e_above_lowest_kcal_mol=14.2 spin_multiplicity=1 lumo_ev=1.12 homo_energy_ev=-9.77 homo_lumo_gap_ev=10.9 total_charge=0
H 3.2748 0.8715 1.0298 -0.044 -0.064 -0.129 0.19
H -2.8063 -0.4340 -1.0592 0.142 -0.076 0.026 0.21
H -1.4432 0.2090 1.6851 0.020 0.097 -0.100 0.20
C -1.8249 -0.8658 -0.8344 -0.032 -0.051 -0.024 -0.60
H 3.2710 0.2863 -0.6552 -0.118 -0.040 0.104 0.17
O 1.4246 0.6542 0.2299 -0.054 0.047 0.017 -0.55
H -0.7652 0.9711 -1.2038 -0.021 -0.086 0.088 0.20
H -1.9648 -1.6024 -0.0323 0.040 0.107 -0.116 0.20
H -2.3429 1.3658 0.6881 0.151 -0.054 0.031 0.21
C 0.5413 -0.3594 -0.1909 -0.199 -0.181 -0.056 -0.05
C -1.3529 0.9277 0.8599 -0.007 0.031 0.059 -0.61
H 2.8310 -0.8150 0.6746 -0.045 0.141 0.008 0.17
H 0.5014 -1.1558 0.5757 -0.002 0.086 -0.109 0.16
C 2.7589 0.2226 0.3170 0.291 -0.054 0.036 -0.25
C -0.8490 0.2274 -0.3995 0.015 0.018 -0.029 -0.24
H -0.6670 1.7196 1.1706 -0.107 -0.097 -0.025 0.22
H -1.4790 -1.4006 -1.7265 -0.028 0.092 0.114 0.21
H 0.8922 -0.8221 -1.1290 -0.002 0.083 0.107 0.16